The following is a quantum chemistry calculation of C4H6F2S as an isolated structure, from the OMol25 dataset.

Properties
- 2S+1 = 1
- Kohn-Sham gap (eV) = 10.18
- E (eV) = -20513.10780
- E_LUMO (eV) = 0.727
- highest occupied orbital energy (eV) = -9.5
- energy relative to the best compared isomer or geometry (same formula, charge and spin) (eV) = 1.8396

Last column: Löwdin charge in e.
Geometry (Å):
C1 -0.1551 1.4397 -0.6173  0.025
C2 -0.0693 0.3934 0.1867  -0.221
C3 -0.7543 -0.9536 0.0787  -0.090
C4 0.4448 0.6105 2.0128  -0.768
F1 0.7918 1.8908 2.0960  0.016
F2 -0.6382 0.3546 2.8188  0.019
S1 1.8958 -0.4657 2.3467  0.784
H1 0.3505 2.2757 -0.2938  0.025
H2 -0.6582 1.2532 -1.6355  0.107
H3 -0.0305 -1.6447 -0.2908  0.062
H4 -0.9660 -1.4488 1.0626  0.091
H5 -1.5737 -0.9417 -0.5612  0.052
H6 2.7497 0.6058 2.2312  -0.100

The following is a quantum chemistry calculation of C28H54ClOPSiV as an isolated structure, from the OMol25 dataset.

Properties
- 2S+1 = 3
- Kohn-Sham gap (spin up / spin down) (eV) = 3.69 / 3.29
- E (eV) = -87334.97570
- E_LUMO (spin up / spin down) (eV) = 2.212 / 2.216
- highest occupied orbital energy (spin up / spin down) (eV) = -1.5 / -1.1
- energy relative to the best compared isomer or geometry (same formula, charge and spin) (eV) = 1.2455
- net charge = -1

Last column: Löwdin charge in e.
Geometry (Å):
V1 -0.3840 1.1600 3.0308  0.202
Cl1 1.0110 -0.6470 3.1970  0.001
P1 0.3272 -0.2123 -0.9200  1.210
C1 1.7280 -1.4488 -0.6751  -0.302
H1 1.2638 -2.4380 -0.8717  0.092
H2 1.8656 -1.4030 0.4285  0.084
C2 0.1968 1.0529 0.4398  -0.406
C3 -1.1164 -1.3632 -0.8556  -0.363
C4 -0.8004 2.1800 0.1528  -0.197
H3 -0.1757 0.4058 1.2869  0.007
C5 -0.9948 3.0664 1.3875  -0.222
H4 -0.4216 2.8006 -0.6778  0.105
H5 -1.7780 1.7923 -0.1755  0.095
C6 0.3282 3.6279 1.9218  -0.206
H6 -1.6223 3.9149 1.0863  0.118
H7 -1.5898 2.5492 2.1852  0.073
C7 1.4300 2.5738 2.0554  -0.240
H8 0.6764 4.3941 1.2180  0.110
H9 0.1666 4.1407 2.8799  0.108
C8 1.5473 1.6623 0.8288  -0.226
H10 2.3906 3.0930 2.1606  0.127
H11 1.3557 1.9799 2.9977  0.031
H12 1.9340 2.2532 -0.0159  0.095
H13 2.2992 0.8801 1.0020  0.065
C9 0.5110 0.5583 -2.5763  -0.365
C10 -1.1733 -2.2775 -2.0966  -0.200
H14 -0.8683 -1.9910 0.0214  0.139
C11 -2.2462 -3.3641 -1.9297  -0.194
H15 -1.3998 -1.6784 -2.9925  0.105
H16 -0.2034 -2.7598 -2.2822  0.105
C12 -3.6236 -2.7962 -1.5679  -0.204
H17 -2.3132 -3.9438 -2.8578  0.108
H18 -1.9233 -4.0561 -1.1407  0.118
C13 -3.5790 -1.7817 -0.4158  -0.192
H19 -4.0582 -2.3126 -2.4526  0.109
H20 -4.2962 -3.6184 -1.2974  0.106
C14 -2.4824 -0.7191 -0.5778  -0.206
H21 -4.5517 -1.2795 -0.3302  0.113
H22 -3.4115 -2.3160 0.5307  0.104
H23 -2.7531 -0.0388 -1.4012  0.105
H24 -2.4462 -0.1069 0.3361  0.087
C15 1.6246 1.6155 -2.6142  -0.196
H25 0.8240 -0.2900 -3.2151  0.128
C16 1.9019 2.0311 -4.0636  -0.188
H26 1.3089 2.5005 -2.0401  0.107
H27 2.5437 1.2386 -2.1443  0.077
C17 0.6399 2.5321 -4.7807  -0.205
H28 2.6732 2.8107 -4.0726  0.113
H29 2.3070 1.1655 -4.6053  0.116
C18 -0.5581 1.5864 -4.6223  -0.196
H30 0.3709 3.5203 -4.3843  0.111
H31 0.8551 2.6684 -5.8466  0.104
C19 -0.7867 1.1326 -3.1716  -0.198
H32 -1.4707 2.0695 -4.9915  0.108
H33 -0.3934 0.6932 -5.2404  0.113
H34 -1.1279 1.9866 -2.5661  0.107
H35 -1.5981 0.3903 -3.1515  0.087
C20 4.0311 0.0180 -0.4386  -0.179
C21 2.9257 -1.2986 -1.3415  -0.343
H36 3.8998 1.0809 -0.6831  -0.018
C22 3.8253 -2.5306 -1.3064  -0.213
H37 2.8786 -0.8566 -2.3448  0.092
C23 4.2695 -2.8941 0.1170  -0.220
H38 3.2902 -3.3895 -1.7406  0.095
H39 4.7081 -2.3418 -1.9294  0.102
C24 5.2509 -1.8866 0.7087  -0.225
H40 3.3916 -2.9854 0.7705  0.105
H41 4.7552 -3.8784 0.0908  0.098
C25 4.6852 -0.4317 0.7595  -0.375
H42 5.5257 -2.1997 1.7233  0.093
H43 6.1724 -1.8787 0.1097  0.096
H44 3.9673 -0.3819 1.6059  0.068
H45 5.5110 0.2601 1.0057  0.099
C26 -3.0875 -0.1493 6.2787  -0.182
Si1 -2.9888 0.0919 4.4191  0.250
C27 -2.6015 -1.5714 3.6047  -0.191
C28 -4.6419 0.6989 3.7570  -0.183
O1 -1.8375 1.2171 4.1142  -0.497
H46 -3.8310 -0.9128 6.5427  0.018
H47 -3.3696 0.7888 6.7742  0.023
H48 -2.1170 -0.4629 6.6851  0.029
H49 -3.3464 -2.3138 3.9254  0.019
H50 -2.6297 -1.5201 2.5064  -0.009
H51 -1.6058 -1.9394 3.8909  0.005
H52 -4.6634 0.6989 2.6591  0.013
H53 -5.4624 0.0598 4.1122  0.019
H54 -4.8386 1.7246 4.0973  0.023

energy relative to the best compared isomer or geometry (same formula, charge and spin) of number 2 (C28H54ClOPSiV)?
1.2455 eV

The highest E belongs to which entry?
C4H6F2S